Record 1
Molecular formula: C21H56B2FO11P2
Method: DFT, ωB97M-V/def2-TZVPD

Values from the calculation:
Calculated total energy   -67861.5842 eV
Net charge   -1
Orbital gap   6.328 eV

Element x y z (Å)
C1 0.95 -2.10 -3.16
C2 -0.34 -2.84 -2.77
B1 -1.58 -1.95 -2.37
O1 -2.43 -2.54 -1.49
C3 -2.03 -0.49 -2.87
O2 -3.38 -0.78 -3.29
B2 -3.84 0.42 -4.08
C4 -4.85 1.43 -3.28
C5 -5.10 1.10 -1.82
F1 -6.21 0.26 -1.67
O3 -2.54 1.07 -4.51
C6 -1.51 0.19 -4.14
P1 -0.05 1.35 -4.14
P2 0.40 1.92 -2.09
O4 -0.70 1.87 -1.12
O5 1.70 1.15 -1.52
O6 0.90 3.45 -2.24
H1 1.82 -2.65 -2.80
H2 0.97 -1.12 -2.70
H3 1.03 -1.99 -4.25
H4 -0.13 -3.45 -1.89
H5 -0.66 -3.54 -3.55
H6 -3.10 -1.92 -1.18
H7 -2.12 0.22 -2.05
H8 -4.38 0.02 -5.12
H9 -5.83 1.39 -3.77
H10 -4.53 2.48 -3.33
H11 -4.24 0.60 -1.36
H12 -5.31 2.00 -1.23
H13 -1.40 -0.55 -4.95
H14 1.09 0.56 -4.41
H15 2.29 0.94 -2.24
H16 1.00 3.66 -3.18
C7 1.92 -2.85 0.67
C8 3.13 -3.64 0.18
C9 4.35 -3.38 1.05
O7 3.41 -3.32 -1.19
H17 2.13 -1.77 0.62
H18 1.05 -3.04 0.04
H19 1.67 -3.11 1.70
H20 2.90 -4.70 0.19
H21 4.61 -2.31 1.02
H22 5.21 -3.94 0.70
H23 4.15 -3.64 2.09
H24 3.61 -2.38 -1.22
C10 -5.51 -4.82 -4.96
C11 -5.20 -3.58 -5.78
C12 -3.85 -3.70 -6.48
O8 -5.24 -2.42 -4.98
H25 -4.75 -4.95 -4.17
H26 -6.48 -4.73 -4.47
H27 -5.51 -5.73 -5.57
H28 -5.99 -3.45 -6.53
H29 -3.05 -3.79 -5.74
H30 -3.65 -2.80 -7.07
H31 -3.81 -4.57 -7.14
H32 -4.55 -2.45 -4.31
C13 -2.73 5.80 -0.60
C14 -1.52 6.72 -0.50
C15 -1.06 7.18 -1.88
O9 -0.46 6.07 0.19
H33 -2.48 4.90 -1.16
H34 -3.05 5.49 0.40
H35 -3.57 6.30 -1.09
H36 -1.77 7.60 0.10
H37 -0.76 6.31 -2.48
H38 -0.19 7.83 -1.79
H39 -1.85 7.71 -2.41
H40 -0.22 5.29 -0.33
C16 4.59 -0.82 5.69
C17 3.91 -1.35 4.44
C18 2.44 -0.98 4.41
O10 4.06 -2.77 4.35
H41 4.14 -1.24 6.58
H42 5.65 -1.10 5.69
H43 4.52 0.26 5.75
H44 4.40 -0.96 3.55
H45 1.92 -1.41 5.27
H46 1.96 -1.36 3.51
H47 2.30 0.10 4.43
H48 3.64 -3.16 5.12
C19 5.12 2.32 9.82
C20 4.42 1.73 8.61
C21 2.95 2.11 8.56
O11 4.56 0.31 8.58
H49 4.66 1.93 10.74
H50 6.17 2.03 9.84
H51 5.05 3.40 9.84
H52 4.92 2.08 7.70
H53 2.43 1.73 9.44
H54 2.47 1.69 7.67
H55 2.82 3.20 8.53
H56 4.14 -0.04 9.37

Record 2
Molecular formula: C8H8Cl2O
Method: DFT, ωB97M-V/def2-TZVPD

Values from the calculation:
Energy above the lowest of the compared OMol25 structures with the same formula, charge and spin   16.21 kcal per mole
Calculated total energy   -35514.6077 eV
Net charge   0
Orbital gap   7.654 eV

Element x y z (Å)
C1 -1.00 -0.22 -0.98
C2 0.03 -0.31 1.20
C3 -1.10 1.16 -0.83
C4 0.02 1.10 1.29
C5 -0.42 -0.97 0.10
C6 -0.66 1.83 0.32
C7 1.94 -0.36 -1.27
C8 -0.27 -2.47 -0.04
O1 -0.78 3.20 0.30
Cl1 3.12 -1.07 -0.25
Cl2 2.12 1.30 -1.39
H1 -1.37 -0.63 -1.89
H2 0.33 -0.95 2.03
H3 -1.26 1.71 -1.69
H4 0.27 1.48 2.28
H5 0.63 -2.57 0.52
H6 -0.27 -2.87 -1.06
H7 -1.13 -2.94 0.41
H8 -0.17 3.60 0.95

Record 3
Molecular formula: C3H3FO3Pm
Method: DFT, ωB97M-V/def2-TZVPD

Values from the calculation:
Calculated total energy   -28554.4481 eV
Net charge   +2
Orbital gap (spin up / spin down)   4.995 / 8.401 eV
Spin multiplicity   6

Element x y z (Å)
C1 0.29 -1.38 0.69
C2 1.21 -0.23 0.56
F1 -0.43 -1.42 1.82
H1 0.17 -2.20 -0.01
H2 1.75 -0.28 -0.39
H3 1.82 -0.07 1.45
O1 0.35 1.12 0.51
C3 -0.61 1.11 -0.35
O2 -1.07 2.17 -0.87
O3 -0.94 -0.02 -0.92
Pm1 -2.55 1.21 -2.49

Record 4
Molecular formula: C20H56FeO10
Method: DFT, ωB97M-V/def2-TZVPD

Values from the calculation:
Energy above the lowest of the compared OMol25 structures with the same formula, charge and spin   63.26 kcal per mole
Calculated total energy   -76502.9331 eV
Net charge   -1
Orbital gap (spin up / spin down)   4.105 / 2.230 eV
Spin multiplicity   6

Element x y z (Å)
Fe1 1.42 2.14 -2.45
C1 4.07 2.17 0.62
C2 4.38 1.62 -0.73
O1 3.32 1.86 -1.66
H1 3.11 1.83 1.01
H2 4.16 3.26 0.57
H3 4.83 1.81 1.30
H4 4.64 0.56 -0.74
H5 5.31 2.07 -1.08
C3 0.31 -0.21 1.07
C4 0.18 -0.18 -0.42
O2 0.21 1.09 -1.07
H6 1.23 0.21 1.48
H7 0.16 -1.23 1.44
H8 -0.46 0.35 1.61
H9 -0.79 -0.63 -0.61
H10 0.94 -0.85 -0.84
C5 -3.48 1.18 3.41
C6 -4.52 1.67 2.47
O3 -4.32 2.91 1.97
H11 -2.54 0.92 2.92
H12 -3.78 0.21 3.82
H13 -3.22 1.83 4.24
H14 -5.36 1.67 3.17
H15 -4.88 0.89 1.80
C7 -0.84 4.23 -4.91
C8 -0.76 2.75 -4.94
O4 -0.13 2.30 -3.76
H16 -1.46 4.61 -5.72
H17 0.12 4.75 -4.93
H18 -1.37 4.60 -4.03
H19 -0.09 2.52 -5.76
H20 -1.77 2.37 -5.12
C9 -4.24 -1.49 -0.57
C10 -3.83 -0.49 -1.63
O5 -4.15 0.78 -1.14
H21 -5.16 -1.97 -0.93
H22 -4.54 -0.95 0.33
H23 -3.50 -2.26 -0.35
H24 -4.37 -0.60 -2.57
H25 -2.78 -0.60 -1.91
H26 -5.11 0.84 -1.06
C11 -0.32 -3.60 4.02
C12 -1.33 -2.53 4.34
O6 -0.66 -1.50 5.07
H27 -0.72 -4.38 3.37
H28 0.06 -4.13 4.89
H29 0.60 -3.29 3.52
H30 -2.08 -2.91 5.03
H31 -1.78 -2.19 3.41
H32 -1.37 -0.99 5.46
C13 -1.27 -3.21 -2.90
C14 -0.28 -4.36 -3.22
O7 0.45 -4.03 -4.44
H33 -2.00 -3.04 -3.69
H34 -0.68 -2.30 -2.78
H35 -1.76 -3.48 -1.96
H36 -0.79 -5.32 -3.34
H37 0.47 -4.42 -2.43
H38 0.88 -4.85 -4.70
C15 2.84 -1.76 3.28
C16 3.89 -1.19 2.47
O8 4.99 -2.10 2.22
H39 2.70 -2.80 2.98
H40 1.94 -1.16 3.19
H41 3.03 -1.60 4.34
H42 4.13 -0.22 2.92
H43 3.44 -1.02 1.49
H44 5.77 -1.55 2.18
C17 2.30 -1.43 -5.04
C18 1.44 -0.87 -3.91
O9 1.97 0.33 -3.47
H45 3.22 -1.84 -4.62
H46 2.62 -0.65 -5.72
H47 1.73 -2.24 -5.50
H48 1.34 -1.54 -3.05
H49 0.43 -0.60 -4.18
H50 2.90 0.16 -3.29
C19 -0.05 3.91 4.20
C20 0.12 3.23 2.84
O10 -0.22 4.21 1.82
H51 -1.02 4.29 4.52
H52 0.63 4.75 4.09
H53 0.44 3.33 4.98
H54 -0.54 2.37 2.84
H55 1.17 3.02 2.60
H56 0.35 4.97 1.93

Record 5
Molecular formula: C6H10O
Method: DFT, ωB97M-V/def2-TZVPD

Values from the calculation:
Structure (SMILES)   CC1=CCC[C@H]1O
Energy above the lowest of the compared OMol25 structures with the same formula, charge and spin   3.87 kcal per mole
Calculated total energy   -8431.0727 eV
Net charge   0
Orbital gap   10.107 eV

Element x y z (Å)
C1 -0.60 1.55 1.57
C2 -0.08 0.50 0.64
C3 0.96 -0.32 0.82
C4 1.18 -1.23 -0.37
C5 0.42 -0.46 -1.47
C6 -0.73 0.21 -0.71
O1 -1.87 -0.64 -0.55
H1 -1.54 1.24 2.04
H2 -0.81 2.47 1.01
H3 0.12 1.78 2.35
H4 1.57 -0.36 1.72
H5 0.74 -2.22 -0.19
H6 2.24 -1.39 -0.61
H7 1.07 0.33 -1.86
H8 0.08 -1.07 -2.31
H9 -1.10 1.12 -1.20
H10 -1.64 -1.52 -0.89

Record 6
Molecular formula: C8H19BrFO4SSi
Method: DFT, ωB97M-V/def2-TZVPD

Values from the calculation:
Calculated total energy   -108266.3980 eV
Net charge   -1
Orbital gap   5.222 eV

Element x y z (Å)
C1 -1.11 0.09 4.67
C2 -1.21 -1.26 3.83
F1 -1.84 -2.25 4.70
C3 -2.07 -1.15 2.48
O1 -3.00 -0.03 2.45
S1 -2.48 1.23 1.46
O2 -1.12 1.75 1.92
O3 -2.17 0.62 -0.10
C4 -1.58 1.75 -0.82
C5 0.01 1.55 -1.11
O4 0.08 0.65 -2.25
Si1 1.55 -0.26 -2.29
C6 1.86 -1.35 -0.74
C7 3.04 0.93 -2.66
C8 1.39 -1.48 -3.80
H1 -0.40 0.86 4.21
H2 -0.64 -0.20 5.69
H3 -2.12 0.56 4.92
H4 -0.15 -1.62 3.58
H5 -2.70 -2.11 2.40
H6 -1.35 -1.17 1.57
H7 -1.81 2.77 -0.38
H8 -2.06 1.74 -1.87
H9 0.59 1.21 -0.19
H10 0.40 2.57 -1.46
H11 2.99 -1.49 -0.51
H12 1.46 -2.41 -0.95
H13 1.38 -0.97 0.22
H14 2.56 1.92 -3.02
H15 3.72 1.07 -1.75
H16 3.59 0.44 -3.55
H17 2.34 -1.47 -4.42
H18 1.08 -2.53 -3.43
H19 0.53 -1.12 -4.48
Br1 -0.73 1.16 -4.34

Record 7
Molecular formula: C30H47N10PRu
Method: DFT, ωB97M-V/def2-TZVPD

Values from the calculation:
Energy above the lowest of the compared OMol25 structures with the same formula, charge and spin   26.37 kcal per mole
Calculated total energy   -58601.5243 eV
Net charge   +4
Orbital gap (spin up / spin down)   6.604 / 3.906 eV
Spin multiplicity   5

Element x y z (Å)
Ru1 -0.11 0.11 0.13
C1 -0.12 3.47 1.67
C2 -1.12 2.76 2.54
C3 -2.09 3.51 3.22
C4 -3.10 2.78 3.92
C5 -2.98 1.46 4.17
C6 -1.97 0.67 3.64
C7 -2.03 -0.82 3.86
C8 -0.97 1.39 2.85
N1 0.09 0.65 2.24
C9 1.05 0.09 2.91
C10 1.21 0.28 4.37
C11 2.11 -0.42 1.98
C12 3.18 -1.17 2.71
N2 1.78 -0.41 0.68
C13 2.80 -0.54 -0.37
C14 3.72 0.58 -0.52
C15 3.40 1.95 0.03
C16 4.80 0.48 -1.38
C17 5.06 -0.77 -1.92
C18 4.14 -1.83 -1.79
C19 3.05 -1.80 -0.92
C20 2.43 -3.06 -0.42
H1 -0.15 4.51 1.81
H2 -0.38 3.35 0.64
H3 0.90 3.04 1.77
H4 -2.09 4.62 3.14
H5 -3.99 3.21 4.37
H6 -3.64 0.93 4.89
H7 -2.69 -1.13 3.08
H8 -2.62 -0.96 4.77
H9 -1.03 -1.26 3.80
H10 1.96 1.09 4.60
H11 1.64 -0.66 4.84
H12 0.24 0.52 4.97
H13 2.90 -2.23 2.80
H14 3.33 -0.74 3.68
H15 4.10 -1.25 2.16
H16 2.68 2.02 0.87
H17 2.94 2.65 -0.69
H18 4.31 2.46 0.32
H19 5.44 1.32 -1.61
H20 5.97 -0.93 -2.46
H21 4.20 -2.73 -2.41
H22 1.97 -3.00 0.59
H23 3.19 -3.85 -0.46
H24 1.70 -3.43 -1.15
C21 -3.64 -4.09 0.12
N3 -2.23 -3.55 0.30
C22 -1.34 -4.64 0.48
C23 -1.95 -2.24 0.21
N4 -0.79 -1.75 0.64
N5 -2.96 -1.43 -0.15
C24 -3.14 -0.06 0.08
N6 -4.37 0.38 -0.01
N7 -2.09 0.71 0.26
H25 -4.41 -3.36 0.21
H26 -3.77 -4.96 0.82
H27 -3.75 -4.43 -0.90
H28 -1.76 -5.55 0.95
H29 -0.58 -4.36 1.19
H30 -0.90 -5.01 -0.47
H31 -0.05 -2.49 0.60
H32 -3.87 -1.94 -0.30
H33 -5.05 -0.16 -0.58
H34 -4.58 1.35 -0.05
H35 -2.37 1.64 0.46
C25 1.13 2.22 -4.46
N8 0.00 2.82 -3.71
C26 -1.29 2.37 -4.33
N9 -1.49 0.84 -4.35
C27 -0.18 0.34 -5.11
N10 1.07 0.68 -4.55
C28 1.18 0.16 -3.12
P1 -0.05 0.76 -1.88
C29 0.18 2.57 -2.31
C30 -1.53 0.30 -3.01
H36 2.12 2.52 -4.06
H37 1.18 2.51 -5.52
H38 -1.29 2.79 -5.36
H39 -2.11 2.77 -3.76
H40 -0.29 0.58 -6.14
H41 -0.26 -0.74 -5.00
H42 2.17 0.50 -2.77
H43 1.27 -0.97 -3.09
H44 1.21 2.83 -1.99
H45 -0.51 3.20 -1.69
H46 -2.39 0.76 -2.44
H47 -1.71 -0.76 -3.19

Record 8
Molecular formula: C4H10N4O
Method: DFT, ωB97M-V/def2-TZVPD

Values from the calculation:
Structure (SMILES)   C=C=[N+](N)[C@@]1(O)CN1[NH3+]
Energy above the lowest of the compared OMol25 structures with the same formula, charge and spin   142.09 kcal per mole
Calculated total energy   -12294.3637 eV
Net charge   +2
Orbital gap   10.140 eV

Element x y z (Å)
C1 -2.25 -0.10 -0.27
C2 0.09 -0.30 0.15
C3 -3.35 -0.78 -0.08
C4 0.65 -0.78 -1.10
N1 -1.13 0.42 0.06
N2 1.35 0.35 -0.43
N3 -0.91 1.80 0.32
N4 2.60 0.19 0.22
O1 0.24 -0.95 1.33
H1 -3.68 -0.86 0.95
H2 -4.02 -1.27 -0.79
H3 1.17 -1.77 -1.32
H4 0.27 -0.55 -2.11
H5 -1.65 2.48 0.13
H6 0.02 2.09 -0.09
H7 0.41 -0.50 2.15
H8 3.24 1.00 0.24
H9 3.26 -0.40 -0.43
H10 2.48 -0.07 1.31

Record 9
Molecular formula: C26H38BF18O17P2
Method: DFT, ωB97M-V/def2-TZVPD

Values from the calculation:
Calculated total energy   -130562.6355 eV
Net charge   -1
Orbital gap   6.301 eV

Element x y z (Å)
O1 -3.47 0.66 5.51
P1 -4.22 0.91 4.27
O2 -4.57 -0.49 3.52
O3 -3.28 1.59 3.16
P2 -5.92 2.17 4.67
B1 -7.29 2.07 3.23
O4 -7.40 0.81 2.49
C1 -8.23 -0.02 3.25
C2 -9.22 0.92 3.95
O5 -8.59 2.15 3.97
H1 -5.29 -0.89 4.03
H2 -3.07 0.92 2.50
H3 -6.46 1.48 5.78
H4 -7.23 3.09 2.58
H5 -8.66 -0.77 2.61
H6 -7.61 -0.55 3.99
H7 -9.45 0.57 4.95
H8 -10.14 0.97 3.38
C3 -5.95 -0.30 -0.77
C4 -6.90 -1.22 -0.03
O6 -7.77 -1.93 -0.96
C5 -7.27 -3.00 -1.54
O7 -6.18 -3.46 -1.40
C6 -8.33 -3.63 -2.45
F1 -8.97 -2.70 -3.19
F2 -9.25 -4.27 -1.71
F3 -7.78 -4.51 -3.28
H9 -6.50 0.38 -1.41
H10 -5.37 0.27 -0.05
H11 -5.27 -0.87 -1.40
H12 -7.56 -0.64 0.61
H13 -6.37 -1.93 0.59
C7 -0.48 0.99 5.65
C8 0.87 1.64 5.47
O8 1.87 0.68 5.02
C9 1.89 0.41 3.74
O9 1.20 0.86 2.88
C10 3.03 -0.59 3.46
F4 3.05 -1.59 4.34
F5 4.22 0.04 3.51
F6 2.90 -1.12 2.23
H14 -0.41 0.14 6.33
H15 -1.20 1.69 6.06
H16 -0.88 0.62 4.71
H17 1.24 2.02 6.41
H18 0.82 2.47 4.77
C11 -2.20 -0.33 -5.08
C12 -1.57 0.80 -4.29
O10 -2.40 1.97 -4.30
C13 -3.40 1.98 -3.43
O11 -3.68 1.11 -2.66
C14 -4.17 3.31 -3.53
F7 -4.39 3.64 -4.82
F8 -3.45 4.29 -2.96
F9 -5.34 3.22 -2.91
H19 -2.42 0.00 -6.10
H20 -1.52 -1.18 -5.13
H21 -3.13 -0.66 -4.63
H22 -0.63 1.11 -4.74
H23 -1.37 0.50 -3.26
C15 4.87 -0.89 -0.11
C16 5.59 -2.18 0.17
O12 5.89 -2.90 -1.05
C17 6.96 -2.51 -1.71
O13 7.72 -1.64 -1.40
C18 7.15 -3.40 -2.95
F10 6.00 -3.57 -3.61
F11 7.61 -4.61 -2.59
F12 8.03 -2.85 -3.79
H24 3.97 -1.07 -0.70
H25 4.59 -0.41 0.82
H26 5.50 -0.20 -0.68
H27 4.95 -2.85 0.74
H28 6.50 -2.02 0.73
C19 2.43 7.43 2.94
C20 3.26 6.97 4.12
O14 2.44 6.76 5.29
C21 1.81 5.59 5.34
O15 1.86 4.72 4.53
C22 1.01 5.50 6.65
F13 0.35 6.64 6.89
F14 1.85 5.27 7.67
F15 0.13 4.50 6.60
H29 1.86 8.32 3.21
H30 3.08 7.67 2.10
H31 1.73 6.66 2.64
H32 3.97 7.74 4.41
H33 3.82 6.07 3.89
C23 7.50 -4.26 -6.73
C24 8.98 -4.48 -6.56
O16 9.41 -5.69 -7.23
C25 9.63 -5.59 -8.52
O17 9.52 -4.62 -9.20
C26 10.12 -6.95 -9.06
F16 9.38 -7.95 -8.59
F17 11.40 -7.14 -8.70
F18 10.06 -6.97 -10.39
H34 6.94 -5.13 -6.39
H35 7.18 -3.39 -6.16
H36 7.24 -4.09 -7.78
H37 9.23 -4.63 -5.51
H38 9.56 -3.64 -6.92

Record 10
Molecular formula: C2H5PS
Method: DFT, ωB97M-V/def2-TZVPD

Values from the calculation:
Structure (SMILES)   [PH3]=S.C#C
Energy above the lowest of the compared OMol25 structures with the same formula, charge and spin   35.66 kcal per mole
Calculated total energy   -22276.3575 eV
Net charge   0
Orbital gap   9.924 eV

Element x y z (Å)
C1 -2.47 -0.55 -0.32
C2 -1.80 -1.30 0.32
P1 1.70 0.73 0.00
S1 2.07 -1.15 0.02
H1 -3.08 0.10 -0.87
H2 1.60 1.36 -1.23
H3 -1.18 -1.95 0.87
H4 0.53 1.18 0.61
H5 2.63 1.57 0.61

Record 11
Molecular formula: C5H5NO
Method: DFT, ωB97M-V/def2-TZVPD

Values from the calculation:
Energy above the lowest of the compared OMol25 structures with the same formula, charge and spin   119.38 kcal per mole
Calculated total energy   -8798.2420 eV
Net charge   0
Orbital gap   10.013 eV

Element x y z (Å)
N1 -0.73 0.26 3.05
C1 -0.30 0.49 2.00
C2 0.21 0.83 0.66
O1 1.45 0.18 0.36
C3 0.86 -0.35 -0.82
C4 -0.14 -1.42 -0.61
C5 -0.45 0.27 -0.60
H1 0.30 1.92 0.59
H2 1.40 -0.24 -1.75
H3 -0.47 -1.79 -1.58
H4 -1.02 -0.94 -0.03
H5 -1.10 0.79 -1.28